93
Properties=species:S:1:pos:R:3 method="wB97M-V/def2-TZVPD" spin_multiplicity=1 e_lumo_ev=0.149 homo_lumo_gap_ev=6.28 largest_force_ev_per_a=2.79 homo_ev=-6.134
Ba -0.475 0.244 0.146
C 1.187 -4.819 2.698
N 0.685 -3.453 2.640
C 0.115 -2.786 3.691
C -0.317 -1.594 3.197
N -0.013 -1.522 1.862
C 0.574 -2.664 1.543
P 1.352 -3.208 -0.046
C 0.434 -2.589 -1.534
N -0.187 -1.437 -1.737
C -0.592 -1.432 -3.048
C -0.196 -2.586 -3.645
N 0.462 -3.309 -2.686
C 0.945 -4.667 -2.875
C 2.564 -1.749 -0.076
N 2.277 -0.456 -0.063
C 3.476 0.208 -0.120
C 4.499 -0.690 -0.168
N 3.910 -1.929 -0.141
C 4.626 -3.195 -0.173
H 1.230 -5.114 3.744
H 2.186 -4.880 2.270
H 0.510 -5.469 2.144
H 0.057 -3.226 4.671
H -0.833 -0.801 3.712
H -1.140 -0.608 -3.476
H -0.326 -2.964 -4.643
H 1.005 -4.856 -3.944
H 0.253 -5.357 -2.394
H 1.934 -4.783 -2.437
H 3.538 1.284 -0.120
H 5.567 -0.569 -0.218
H 5.691 -2.980 -0.197
H 4.360 -3.769 -1.059
H 4.404 -3.788 0.712
F -7.230 -1.200 0.524
C -5.912 -0.847 0.504
C -5.403 -0.112 1.553
C -4.054 0.240 1.498
C -3.170 -0.093 0.453
C -3.787 -0.860 -0.555
C -5.130 -1.244 -0.558
H -6.050 0.162 2.378
H -3.689 0.823 2.349
H -3.203 -1.204 -1.412
H -5.564 -1.842 -1.350
O -0.214 2.532 -0.170
P -1.179 3.692 -0.361
C -2.785 3.143 -0.906
C -3.941 3.257 -0.144
C -5.133 2.711 -0.604
C -5.171 2.055 -1.820
C -4.024 1.960 -2.602
C -2.839 2.505 -2.152
C -1.379 4.606 1.163
C -1.159 5.975 1.265
C -1.312 6.614 2.489
C -1.682 5.886 3.608
C -1.898 4.516 3.516
C -1.743 3.876 2.298
C -0.602 4.801 -1.647
C -1.413 5.825 -2.139
C -0.956 6.636 -3.163
C 0.304 6.418 -3.710
C 1.107 5.394 -3.235
C 0.655 4.584 -2.199
H -3.917 3.744 0.822
H -6.024 2.770 0.005
H -6.094 1.603 -2.157
H -4.057 1.445 -3.553
H -1.946 2.426 -2.765
H -0.859 6.548 0.397
H -1.137 7.679 2.566
H -1.801 6.386 4.561
H -2.189 3.949 4.389
H -1.926 2.809 2.229
H -2.408 5.977 -1.737
H -1.585 7.430 -3.544
H 0.655 7.048 -4.518
H 2.083 5.222 -3.669
H 1.272 3.781 -1.818
Se -1.062 -5.015 0.016
C -0.242 -6.734 0.108
C -1.025 -7.889 0.235
C -0.451 -9.149 0.310
C 0.930 -9.306 0.266
C 1.724 -8.176 0.149
C 1.147 -6.914 0.071
H -2.102 -7.787 0.273
H -1.089 -10.019 0.404
H 1.375 -10.291 0.326
H 2.803 -8.273 0.118
H 1.786 -6.045 -0.008



68
Properties=species:S:1:pos:R:3 method="wB97M-V/def2-TZVPD" spin_multiplicity=1 e_lumo_ev="-0.122 / 0.210" homo_lumo_gap_ev="5.74 / 5.65" e_above_lowest_kj_mol=188.4 largest_force_ev_per_a=3.13 homo_ev="-5.862 / -5.440"
C 0.500 2.274 1.629
C 0.928 2.369 0.257
C -0.283 2.391 -0.564
H 1.904 2.737 -0.053
C -1.388 2.345 0.337
C -0.906 2.211 1.654
H -1.514 2.099 2.553
H 1.148 2.274 2.503
H -0.333 2.739 -1.593
H -2.437 2.432 0.067
Cd 0.683 0.229 -0.611
C -0.831 -3.089 -3.665
H -1.748 -2.517 -3.924
H -0.973 -3.246 -2.563
H 0.169 -2.469 -3.686
Si -0.228 -1.387 -5.180
C 1.438 -1.453 -5.942
C 2.151 -0.236 -5.938
H 1.686 0.655 -5.503
C 3.411 -0.172 -6.545
H 3.959 0.778 -6.525
C 3.915 -1.299 -7.212
H 4.901 -1.232 -7.693
C 3.189 -2.499 -7.260
H 3.599 -3.365 -7.803
C 1.926 -2.576 -6.656
H 1.291 -3.463 -6.774
C -1.339 -0.032 -5.814
C -1.082 0.481 -7.111
H -0.234 0.118 -7.700
C -1.951 1.418 -7.684
H -1.749 1.809 -8.679
C -3.097 1.829 -7.001
H -3.798 2.529 -7.460
C -3.383 1.310 -5.736
H -4.287 1.606 -5.199
C -2.524 0.371 -5.147
H -2.771 -0.096 -4.189
H -0.765 -4.026 -4.218
H -0.888 -2.681 -5.704
C 3.540 -0.701 2.626
As 1.987 -1.210 1.527
C 2.375 -3.130 1.302
C 0.641 -1.420 2.985
C 1.001 -1.418 4.329
C 0.004 -1.598 5.306
C -1.331 -1.797 4.943
C -1.692 -1.820 3.586
C -0.710 -1.633 2.616
As -1.205 -1.663 0.675
C -3.054 -1.004 0.788
C -1.495 -3.610 0.502
H 4.297 -0.358 1.907
H 3.897 -1.575 3.189
H 3.247 0.119 3.294
H 2.621 -3.575 2.275
H 1.506 -3.628 0.860
H 3.235 -3.197 0.624
H 2.037 -1.249 4.634
H 0.280 -1.570 6.358
H -2.095 -1.951 5.709
H -2.733 -2.007 3.308
H -3.051 -0.040 1.306
H -3.440 -0.865 -0.230
H -3.673 -1.732 1.323
H -2.400 -3.890 1.053
H -0.625 -4.124 0.920
H -1.600 -3.870 -0.556



11
Properties=species:S:1:pos:R:3 method="wB97M-V/def2-TZVPD" spin_multiplicity=1 e_lumo_ev=0.422 smiles="NC(=O)S(N)(=O)=O" homo_lumo_gap_ev=10.83 e_above_lowest_kj_mol=187.7 largest_force_ev_per_a=7.42 homo_ev=-10.407
C 0.505 0.848 0.277
N 0.021 1.932 0.877
N -1.927 0.633 -1.005
O 1.562 0.457 -0.132
O -2.008 0.493 1.462
O -1.031 -1.605 0.092
S -1.097 -0.189 0.242
H 0.544 2.731 0.969
H -0.951 1.790 0.898
H -2.917 0.400 -1.055
H -1.598 0.370 -1.927